(1)
Here is a cluster of 3 separate species, C15H41N7O5P2S in total in a non-equilibrium geometry from the Open Molecules 2025 dataset. Energies are from ωB97M-V with the def2-TZVPD basis set.

Its gap between HOMO and LUMO is 6.842 eV. As for the spin multiplicity: 1. Its net charge is 0. The largest force on an atom comes out at 7.49 eV Å⁻¹. As for the SMILES: CN(C)P(=O)(N(C)C)N(C)C.CN(C)P(=O)(N(C)C)N(C)C.[H]/N=C/COC(=O)OS.

Each line ends with the Löwdin charge.
Positions of all 71 atoms, in Å:
C (1.6504, -5.8473, 5.3676)  -0.14
N (2.5320, -4.7236, 5.1622)  -0.33
C (3.8413, -5.0020, 5.7358)  -0.14
P (2.1306, -3.0532, 5.1621)  0.76
O (3.0209, -2.6623, 3.9895)  -0.28
N (0.6368, -2.6982, 4.3451)  -0.34
C (0.1269, -3.6057, 3.3264)  -0.13
C (0.6004, -1.3267, 3.8269)  -0.14
N (1.2455, -3.1909, 6.7184)  -0.31
C (-0.1875, -3.3977, 6.8129)  -0.14
C (1.6302, -2.1071, 7.6416)  -0.15
H (1.3805, -5.9906, 6.4254)  0.08
H (2.1363, -6.7656, 5.0271)  0.08
H (0.7368, -5.7753, 4.7815)  0.05
H (3.8036, -5.0119, 6.8360)  0.08
H (4.5675, -4.2452, 5.4310)  0.07
H (4.2271, -5.9633, 5.3903)  0.08
H (0.9010, -3.9410, 2.6260)  0.09
H (-0.6714, -3.1322, 2.7505)  0.08
H (-0.3432, -4.4794, 3.7825)  0.05
H (1.1534, -1.2266, 2.8891)  0.05
H (1.0362, -0.6288, 4.5491)  0.07
H (-0.4328, -1.0098, 3.6603)  0.08
H (-0.7696, -2.5264, 6.4974)  0.08
H (-0.4424, -3.6120, 7.8561)  0.09
H (-0.5162, -4.2626, 6.2398)  0.07
H (1.2268, -1.1390, 7.3188)  0.08
H (2.7207, -2.0199, 7.6863)  0.07
H (1.2830, -2.3101, 8.6569)  0.08
C (-0.5901, 5.7574, -4.2289)  -0.14
N (0.2034, 4.5858, -4.5131)  -0.34
C (1.5771, 4.9730, -4.8030)  -0.15
P (-0.2814, 3.1416, -5.3196)  0.78
O (0.4596, 2.2429, -4.3235)  -0.29
N (-1.8545, 2.5812, -4.8611)  -0.35
C (-2.4036, 2.9603, -3.5714)  -0.13
C (-1.9979, 1.1355, -5.0407)  -0.14
N (-0.9747, 4.1549, -6.6356)  -0.31
C (-2.3708, 4.5483, -6.6958)  -0.14
C (-0.5686, 3.6512, -7.9618)  -0.15
H (-0.7416, 6.3958, -5.1131)  0.08
H (-0.0922, 6.3652, -3.4689)  0.08
H (-1.5614, 5.5134, -3.8051)  0.05
H (1.6519, 5.4902, -5.7721)  0.08
H (2.2286, 4.0969, -4.8383)  0.07
H (1.9751, 5.6279, -4.0253)  0.08
H (-1.6790, 2.8729, -2.7525)  0.08
H (-3.2715, 2.3483, -3.3159)  0.08
H (-2.7905, 3.9798, -3.5961)  0.06
H (-1.5360, 0.5704, -4.2241)  0.07
H (-1.5299, 0.8132, -5.9757)  0.07
H (-3.0546, 0.8647, -5.1009)  0.08
H (-3.0449, 3.7132, -6.9104)  0.08
H (-2.4910, 5.2895, -7.4923)  0.09
H (-2.7003, 5.0353, -5.7806)  0.06
H (-1.0738, 2.7093, -8.2090)  0.08
H (0.5112, 3.4698, -7.9807)  0.08
H (-0.7849, 4.3805, -8.7450)  0.08
H (2.2999, -1.8710, 0.1968)  0.07
N (1.7636, -1.0442, 0.4657)  0.12
C (0.9822, -0.7531, -0.4698)  -0.21
C (0.0238, 0.4410, -0.3836)  -0.11
O (-0.9365, 0.2920, 0.6934)  0.03
C (-1.9419, -0.5170, 0.3445)  -0.68
O (-1.8280, -1.5222, -0.2588)  0.09
O (-3.1975, -0.1262, 0.8266)  -0.39
S (-4.4195, -0.8875, -0.0910)  0.84
H (0.9649, -1.3739, -1.3821)  0.12
H (-0.4661, 0.6593, -1.3424)  0.12
H (0.6470, 1.3173, -0.1537)  0.13
H (-4.3307, -2.2286, 0.1221)  -0.11

***

(2)
Here is a structure of composition C7H8AlAsF18N2O11S5 in a non-equilibrium geometry from the Open Molecules 2025 dataset. Energies are from ωB97M-V with the def2-TZVPD basis set.

Its gap between HOMO and LUMO is 4.682 eV. As for the spin multiplicity: 1. Its net charge is 0. The largest force on an atom comes out at 5.18 eV Å⁻¹.

Each line ends with the Löwdin charge.
Positions of all 53 atoms, in Å:
Al (-0.7243, -0.0905, 1.3099)  1.39
C (3.1815, -1.6512, -0.5337)  -0.67
F (4.4196, -1.2393, -0.6378)  0.20
F (2.4210, -0.9426, -1.3617)  0.14
F (3.0462, -2.9212, -0.8415)  0.17
S (2.5646, -1.2995, 1.2334)  0.66
O (3.6074, -1.5730, 2.1590)  -0.21
O (2.1562, 0.1043, 1.1712)  -0.35
N (1.0587, -2.1069, 1.3096)  -0.28
S (1.4873, -3.5469, 1.9875)  0.59
O (2.6163, -4.2301, 1.4427)  -0.22
O (1.4300, -3.5171, 3.4185)  -0.25
C (-0.0057, -4.6393, 1.5457)  -0.67
F (-1.1616, -4.0272, 1.7920)  0.13
F (0.0821, -4.8928, 0.2400)  0.14
F (0.0529, -5.7592, 2.2285)  0.19
C (-3.7218, -3.4785, -0.2861)  -0.67
F (-4.7310, -3.8296, -1.0621)  0.17
F (-4.0931, -3.7399, 0.9623)  0.16
F (-2.6033, -4.1307, -0.4867)  0.16
S (-3.5724, -1.5733, -0.4917)  0.67
O (-4.5317, -1.0630, -1.4034)  -0.22
O (-3.6298, -1.0656, 0.8585)  -0.33
N (-1.8967, -1.3402, -0.8843)  -0.27
S (-1.9972, -1.5180, -2.4787)  0.57
O (-2.6369, -2.7683, -2.8027)  -0.24
O (-2.3683, -0.4148, -3.2966)  -0.23
C (-0.1727, -1.8617, -2.9785)  -0.64
F (-0.1713, -2.3445, -4.2409)  0.13
F (0.5562, -0.7619, -3.0402)  0.14
F (0.3335, -2.8300, -2.2314)  0.14
As (-2.5748, 1.5823, 3.7847)  0.82
F (-3.4198, 0.3432, 4.6063)  -0.19
F (-4.0946, 2.3621, 3.4859)  -0.21
F (-1.7139, 2.8012, 2.8368)  -0.26
F (-1.0530, 0.7298, 3.8459)  -0.25
F (-2.6367, 0.6599, 2.1632)  -0.28
F (-2.2418, 2.5390, 5.1723)  -0.20
O (0.5745, 1.9110, -0.3266)  -0.33
S (1.5660, 2.6829, -1.0295)  0.61
O (2.0254, 2.3679, -2.3408)  -0.25
O (1.0683, 4.2016, -0.9539)  -0.25
C (1.6961, 5.1385, -1.8556)  -0.26
C (0.7188, 6.2956, -2.0061)  -0.05
C (3.0623, 2.8745, -0.0225)  -0.08
H (1.8279, 4.6851, -2.8386)  0.11
H (2.6776, 5.3711, -1.4414)  0.12
H (0.9017, 6.9221, -1.1298)  0.08
H (-0.2846, 5.8995, -2.1230)  0.09
H (0.9383, 6.9974, -2.8109)  0.08
H (3.7188, 3.3969, -0.7124)  0.07
H (3.3870, 1.8632, 0.2055)  0.05
H (2.8606, 3.4275, 0.8897)  0.08

***

(3)
Here is a structure of composition C24H24As2IO8Tl from the Open Molecules 2025 dataset. Energies are from ωB97M-V with the def2-TZVPD basis set.

Its gap between HOMO and LUMO is 7.413 eV. As for the spin multiplicity: 1. Its net charge is 0. The largest force on an atom comes out at 0.75 eV Å⁻¹.

Each line ends with the Löwdin charge.
Positions of all 60 atoms, in Å:
Tl (2.0987, 1.6605, -1.3077)  0.57
I (4.9510, 1.0434, -2.3439)  0.86
C (4.1222, 1.0009, -4.3355)  -0.57
C (4.9851, 1.3030, -5.3448)  -0.16
C (4.5248, 1.2308, -6.6744)  -0.08
C (3.2519, 0.8106, -6.9282)  -0.04
C (2.3596, 0.5014, -5.8748)  -0.17
C (1.0456, 0.0566, -6.1474)  -0.04
C (0.1678, -0.1652, -5.1274)  -0.08
C (0.5593, 0.0925, -3.7983)  -0.18
C (1.8290, 0.4940, -3.4371)  -0.30
C (2.7606, 0.6563, -4.5114)  -0.27
H (6.0079, 1.5846, -5.1373)  0.09
H (5.1960, 1.4931, -7.4816)  0.10
H (2.8980, 0.7135, -7.9478)  0.11
H (0.7544, -0.0936, -7.1805)  0.11
H (-0.8391, -0.5060, -5.3383)  0.10
H (-0.1957, -0.0363, -3.0240)  0.07
C (0.8137, -2.4708, -1.7383)  -0.03
O (0.4289, -1.4651, -0.7905)  -0.14
C (-0.8873, -1.3936, -0.5244)  -0.53
O (-1.7082, -2.0467, -1.1155)  0.14
C (-1.1876, -0.4252, 0.5752)  -0.31
C (-2.4621, -0.2370, 0.9331)  -0.29
As (-3.0125, 0.7440, 2.5517)  1.32
C (-4.2906, -0.5362, 3.2982)  -0.28
C (-1.4868, 0.2338, 3.6745)  -0.30
C (-0.2153, 0.1417, 3.2933)  -0.28
As (0.3761, 0.3997, 1.4257)  1.24
C (-0.2227, 2.2938, 1.3667)  -0.35
C (0.9144, 0.0086, 4.2640)  -0.52
O (0.9397, 0.4354, 5.3885)  0.13
O (1.9492, -0.6510, 3.7106)  -0.09
C (3.1101, -0.7999, 4.5322)  -0.04
C (-1.9175, 0.2480, 5.1039)  -0.58
O (-2.6143, 1.1461, 5.5172)  0.09
O (-1.5500, -0.8105, 5.8072)  -0.02
C (-1.8502, -0.7694, 7.2074)  -0.02
C (-3.6293, -0.7633, 0.1422)  -0.54
O (-4.3649, -1.5998, 0.5892)  0.12
O (-3.9711, -0.1679, -1.0153)  -0.01
C (-3.2070, 0.7922, -1.7376)  -0.04
H (1.8939, -2.4062, -1.8216)  0.10
H (0.3550, -2.2791, -2.7060)  0.08
H (0.5048, -3.4539, -1.3856)  0.10
H (-5.2051, -0.5120, 2.7137)  0.03
H (-4.5106, -0.2216, 4.3171)  0.03
H (-3.9011, -1.5506, 3.2866)  0.05
H (-1.0266, 2.4953, 2.0703)  -0.02
H (-0.5481, 2.5697, 0.3645)  0.00
H (0.6335, 2.9123, 1.6360)  0.02
H (3.9234, -1.0600, 3.8615)  0.09
H (2.9557, -1.5884, 5.2678)  0.10
H (3.3256, 0.1318, 5.0521)  0.09
H (-1.2108, -1.5118, 7.6738)  0.10
H (-2.8989, -1.0126, 7.3746)  0.10
H (-1.6431, 0.2211, 7.6055)  0.10
H (-3.1382, 0.4374, -2.7643)  0.10
H (-2.2056, 0.9358, -1.3464)  0.07
H (-3.7353, 1.7456, -1.7183)  0.10

***

(4)
Here is a cluster of 2 separate species, CH4ClP in total in a non-equilibrium geometry from the Open Molecules 2025 dataset. Energies are from ωB97M-V with the def2-TZVPD basis set.

Its gap between HOMO and LUMO is 9.952 eV. As for the spin multiplicity: 1. Its net charge is 0. The largest force on an atom comes out at 4.62 eV Å⁻¹. As for the SMILES: C=P.Cl.

Each line ends with the Löwdin charge.
Positions of all 7 atoms, in Å:
C (-1.3027, 0.0914, 0.7632)  -0.40
P (-0.3727, 1.2554, -0.0379)  0.74
H (-1.1444, 0.1350, 1.7883)  -0.06
H (-1.9337, -0.5449, 0.2986)  -0.06
H (-0.7475, 0.9933, -1.2827)  -0.21
Cl (3.2928, 0.1732, 0.1400)  0.21
H (3.2776, -1.0454, -0.3278)  -0.23

***

(5)
Here is a structure of composition C3H4ClNO in a non-equilibrium geometry from the Open Molecules 2025 dataset. Energies are from ωB97M-V with the def2-TZVPD basis set.

Its gap between HOMO and LUMO (spin up / spin down) is 7.507 / 9.238 eV. As for the spin multiplicity: 3. Its net charge is 0. The largest force on an atom comes out at 5.85 eV Å⁻¹.

Each line ends with the Löwdin spin population.
Positions of all 10 atoms, in Å:
C (-1.1814, -0.7201, -0.7838)  0.59
C (1.1118, 0.1407, -0.1562)  0.12
C (-0.0942, 0.4765, 0.9165)  0.00
N (0.5884, -0.3019, -1.3457)  0.82
O (-1.2937, -0.1422, 0.4171)  0.20
Cl (-2.3147, -1.4362, -1.6638)  0.19
H (1.5288, 1.1315, -0.2176)  0.02
H (1.6736, -0.7527, 0.1556)  0.04
H (0.1683, 0.0000, 1.7556)  0.00
H (-0.1869, 1.6045, 0.9223)  0.00

***

(6)
Here is a cluster of 4 separate species, C35H56F10I2N3O6S3 in total in a non-equilibrium geometry from the Open Molecules 2025 dataset. Energies are from ωB97M-V with the def2-TZVPD basis set.

Its gap between HOMO and LUMO is 7.670 eV. As for the spin multiplicity: 1. Its net charge is +1. The largest force on an atom comes out at 2.21 eV Å⁻¹.

Each line ends with the Löwdin charge.
Positions of all 115 atoms, in Å:
C (5.0025, -3.4618, 1.4525)  -0.09
C (4.6680, -4.4925, 0.3672)  -0.25
N (3.2964, -4.9936, 0.5589)  -0.26
C (2.9282, -6.1593, -0.2698)  -0.23
C (3.1782, -6.0450, -1.7734)  -0.10
C (2.3314, -3.9631, 0.5561)  -1.06
S (2.1520, -2.8389, -0.6349)  0.72
S (1.3937, -4.0360, 2.0187)  1.00
C (0.5350, -2.4550, 2.0772)  -0.50
C (-0.7698, -2.4082, 1.2813)  -0.26
C (-1.4953, -1.0372, 1.4131)  -0.14
C (-1.8665, -0.3713, 0.0705)  -0.31
C (-2.6914, 0.9120, 0.2986)  -0.15
C (-2.1426, 1.9079, 1.3310)  -0.26
N (-2.8812, 1.8558, 2.6040)  0.02
C (-0.5086, -0.0840, -0.6814)  -0.16
C (-0.0949, 1.3827, -0.9930)  -0.10
C (0.5323, 1.6015, -2.3857)  -0.18
C (1.9943, 1.1521, -2.5244)  -0.16
C (2.9513, 2.1117, -1.7654)  -0.07
C (4.0663, 1.3741, -1.0574)  -0.49
F (4.8999, 0.8806, -2.0067)  0.13
F (3.6342, 0.3236, -0.3577)  0.11
C (5.0176, 2.1918, -0.1395)  -0.50
F (5.6124, 3.0863, -0.8928)  0.16
F (5.9238, 1.3928, 0.3376)  0.18
S (4.2599, 3.1417, 1.3197)  0.79
F (2.8795, 2.3323, 1.2187)  -0.15
F (3.6898, 4.2351, 0.3116)  -0.13
F (5.6036, 3.9558, 1.4816)  -0.11
F (4.7755, 2.0682, 2.3625)  -0.13
F (3.6405, 3.9656, 2.5115)  -0.11
N (-0.6322, -0.8888, -1.9087)  0.23
C (-1.7489, -1.4881, -2.0343)  -0.25
F (-1.9196, -2.1726, -3.0710)  0.22
C (-2.7319, -1.2678, -0.9313)  -0.17
C (-3.4607, -2.5364, -0.4042)  -0.68
I (-4.9314, -1.9840, 1.0825)  1.02
C (-4.2366, -3.3921, -1.4444)  -0.84
C (-4.8043, -2.6042, -2.6313)  -0.16
I (-3.0584, -5.0993, -2.0302)  0.88
H (4.4276, -2.5402, 1.3302)  0.05
H (6.0668, -3.2042, 1.4182)  0.08
H (4.7818, -3.8877, 2.4360)  0.08
H (5.3408, -5.3513, 0.4735)  0.13
H (4.7999, -4.0471, -0.6292)  0.10
H (1.8721, -6.3803, -0.0819)  0.11
H (3.5025, -7.0059, 0.1261)  0.12
H (2.8197, -6.9647, -2.2498)  0.08
H (4.2428, -5.9375, -2.0001)  0.07
H (2.6398, -5.2067, -2.2248)  0.04
H (0.3330, -2.2869, 3.1432)  0.09
H (1.2380, -1.6797, 1.7539)  0.06
H (-0.5168, -2.6127, 0.2340)  0.07
H (-1.4088, -3.2271, 1.6261)  0.11
H (-0.8228, -0.3505, 1.9452)  0.12
H (-2.3647, -1.1574, 2.0632)  0.06
H (-2.7694, 1.4297, -0.6676)  0.12
H (-3.7181, 0.6504, 0.5731)  0.07
H (-2.2026, 2.9187, 0.9097)  0.10
H (-1.0711, 1.7379, 1.5191)  0.10
H (-2.2552, 1.9275, 3.3960)  0.07
H (-3.4019, 0.9905, 2.6902)  0.05
H (0.3400, -0.5427, -0.1598)  0.11
H (-0.9363, 2.0679, -0.8976)  0.10
H (0.6289, 1.6747, -0.2228)  0.11
H (0.5100, 2.6828, -2.5755)  0.13
H (-0.1052, 1.1649, -3.1637)  0.11
H (2.2590, 1.1947, -3.5870)  0.12
H (2.1485, 0.1104, -2.2156)  0.10
H (2.3812, 2.7256, -1.0725)  0.10
H (3.4340, 2.7674, -2.4950)  0.14
H (0.0880, -1.0093, -2.6165)  0.18
H (-3.5094, -0.6012, -1.3350)  0.14
H (-2.7686, -3.1757, 0.1333)  0.02
H (-5.0661, -3.8578, -0.9160)  0.01
H (-4.2053, -2.7155, -3.5343)  0.06
H (-5.7861, -3.0211, -2.8799)  0.09
H (-4.9661, -1.5523, -2.4030)  0.05
O (-4.6663, 0.3448, -3.7610)  0.09
C (-5.6807, 0.2821, -4.4055)  -0.48
O (-6.6060, -0.6810, -4.1983)  0.01
C (-7.6676, -0.5687, -5.1722)  -0.13
C (-7.6119, 0.8750, -5.6536)  -0.14
C (-6.1220, 1.1888, -5.5323)  -0.07
H (-7.4692, -1.2851, -5.9711)  0.13
H (-8.6038, -0.8291, -4.6859)  0.13
H (-8.0172, 1.0033, -6.6543)  0.12
H (-8.1783, 1.5127, -4.9741)  0.12
H (-5.5642, 0.9101, -6.4284)  0.14
H (-5.9090, 2.2255, -5.2869)  0.13
O (3.4845, -2.0011, 3.8554)  0.10
C (4.2129, -1.5431, 4.6906)  -0.48
O (5.3209, -2.1932, 5.1049)  0.03
C (5.9578, -1.4736, 6.1765)  -0.14
C (5.4713, -0.0361, 6.0339)  -0.15
C (4.0737, -0.2388, 5.4530)  -0.07
H (5.6475, -1.9248, 7.1209)  0.13
H (7.0337, -1.5832, 6.0695)  0.13
H (5.4927, 0.5129, 6.9726)  0.12
H (6.0952, 0.4967, 5.3148)  0.12
H (3.3194, -0.3801, 6.2295)  0.13
H (3.7564, 0.5567, 4.7862)  0.11
O (-3.4629, 5.4256, -0.8458)  0.12
C (-2.9255, 6.0352, 0.0324)  -0.49
O (-1.7723, 5.6008, 0.6002)  0.00
C (-1.3968, 6.4569, 1.6951)  -0.15
C (-2.0976, 7.7822, 1.4188)  -0.15
C (-3.3650, 7.3219, 0.6997)  -0.07
H (-1.7378, 5.9938, 2.6235)  0.13
H (-0.3124, 6.5353, 1.7133)  0.12
H (-2.2798, 8.3608, 2.3214)  0.12
H (-1.4903, 8.3877, 0.7450)  0.12
H (-4.1719, 7.0832, 1.3946)  0.13
H (-3.7293, 8.0259, -0.0430)  0.13